Entry from the OMol25 dataset: a 2-piece molecular cluster, C3H8NOS overall at a distorted geometry (ωB97M-V/def2-TZVPD).

XYZ file:
```
14
Properties=species:S:1:pos:R:3:nbo_charge:R:1
C 1.108 1.826 0.413 -0.09
C -0.012 0.902 0.339 0.31
C -2.251 -0.141 -0.636 -0.70
N 1.229 -1.168 0.481 -1.04
O 0.474 1.328 -0.817 -0.39
S -1.490 0.370 0.956 0.53
H 0.794 2.873 0.649 0.23
H 2.129 1.581 0.391 0.25
H -2.689 0.668 -1.027 0.24
H -2.818 -1.056 -0.406 0.27
H -1.440 -0.260 -1.343 0.24
H 2.117 -1.447 0.134 0.39
H 0.548 -1.384 -0.287 0.37
H 1.157 -1.834 1.269 0.40
```

Computed properties:
Kohn-Sham gap   9.93 eV
DFT total energy   -646.9276 Eh
Total charge   +1
Energy relative to the best compared isomer or geometry (same formula, charge and spin)   254.2 kJ/mol